[1]
Entry from the OMol25 dataset: a single C6H11ClO4 molecule at a distorted geometry (ωB97M-V/def2-TZVPD).

```
! RIJCOSX wB97M-V def2-TZVPD def2/J DEFGRID3
* xyz 0 1
C 1.502 -1.879 1.540
C 1.570 -0.636 0.705
O 0.815 0.473 1.253
C 0.404 1.433 0.326
O 0.025 2.628 0.948
C -0.715 0.869 -0.536
Cl -2.270 0.906 0.443
C -0.368 -0.575 -0.893
O -0.842 -0.768 -2.217
C 1.031 -0.892 -0.769
O 1.162 -2.175 -1.209
H 0.557 -2.380 1.296
H 2.260 -2.700 1.376
H 1.565 -1.600 2.610
H 2.612 -0.314 0.583
H 1.233 1.769 -0.360
H -0.846 2.556 1.381
H -1.038 1.476 -1.411
H -0.929 -1.217 -0.188
H -0.360 -1.576 -2.560
H 1.612 -0.190 -1.481
H 2.102 -2.407 -1.222
*
```

Computed properties:
SMILES string: C[C@@H]1O[C@H](O)[C@H](Cl)[C@@H](O)[C@@H]1O
Electronic energy: -996.34490 Eh
HOMO level: -10.03 eV
Lowest unoccupied orbital energy: 0.38 eV
Relative energy (zero: lowest compared OMol25 entry of this formula, charge and spin): 0.0858 eV

Mulliken population analysis, charges in e, atoms 1 to 2: number 1, C, carries -1.269; number 2, C, carries 0.459

***

[2]
Entry from the OMol25 dataset: a molecular structure, C26H47Br2Cl16O8PS2 at a distorted geometry (ωB97M-V/def2-TZVPD).

```
! RIJCOSX wB97M-V def2-TZVPD def2/J DEFGRID3
* xyz 0 1
C 6.544 -3.202 -1.890
C 6.278 -2.175 -0.853
Br 7.783 -1.266 -0.149
C 5.078 -1.838 -0.407
Br 3.483 -2.690 -1.028
O 4.906 -0.848 0.535
P 4.226 0.470 -0.170
O 4.548 0.484 -1.589
O 2.687 0.363 0.131
O 4.696 1.760 0.626
S 4.770 3.185 -0.299
C 3.188 3.342 -1.094
C 2.008 3.395 -0.125
O 2.178 3.555 1.056
O 0.817 3.305 -0.730
C -0.167 2.566 -0.002
C -0.315 1.119 -0.460
C -0.421 0.151 0.725
O -1.564 0.968 -1.209
C -1.325 0.809 -2.541
O -0.990 1.750 -3.227
C -1.496 -0.568 -3.158
S -2.235 -1.798 -2.053
H 7.445 -3.771 -1.696
H 6.675 -2.680 -2.836
H 5.722 -3.891 -2.027
H 2.244 -0.097 -0.591
H 3.218 4.324 -1.571
H 3.030 2.636 -1.901
H -0.024 2.591 1.071
H -1.115 3.051 -0.193
H 0.485 0.852 -1.148
H 0.177 -0.726 0.500
H 0.012 0.603 1.610
H -1.444 -0.141 0.888
H -2.192 -0.473 -3.978
H -0.538 -0.881 -3.549
H -1.182 -2.251 -1.353
Cl 2.213 7.113 3.564
C 2.952 5.669 4.311
C 2.192 4.424 3.945
Cl 0.576 4.383 4.703
H 2.989 5.821 5.387
H 3.973 5.601 3.938
H 2.725 3.543 4.294
H 2.061 4.339 2.871
Cl -4.656 -1.455 -7.047
C -5.340 0.090 -6.478
C -4.693 0.558 -5.201
Cl -5.111 -0.484 -3.814
H -6.411 -0.041 -6.355
H -5.169 0.823 -7.265
H -5.039 1.561 -4.958
H -3.610 0.584 -5.294
Cl 2.833 1.150 3.387
C 3.618 0.068 4.564
C 4.178 0.830 5.737
Cl 5.566 1.849 5.275
H 4.390 -0.492 4.042
H 2.860 -0.633 4.909
H 4.532 0.131 6.493
H 3.426 1.473 6.187
Cl -2.116 -1.908 2.818
C -2.461 -3.578 2.294
C -1.203 -4.401 2.195
Cl -0.151 -3.896 0.839
H -2.999 -3.538 1.350
H -3.120 -4.008 3.045
H -1.447 -5.453 2.014
H -0.621 -4.336 3.112
Cl -3.191 -6.780 2.945
C -3.395 -8.447 2.338
C -2.076 -9.163 2.227
Cl -1.052 -8.473 0.938
H -3.906 -8.394 1.381
H -4.039 -8.969 3.043
H -2.247 -10.208 1.977
H -1.516 -9.116 3.157
Cl -2.021 8.224 2.205
C -0.441 8.276 1.384
C -0.189 9.604 0.721
Cl -1.264 9.876 -0.677
H -0.411 7.461 0.664
H 0.319 8.090 2.141
H 0.833 9.637 0.346
H -0.328 10.428 1.416
Cl -2.868 4.900 -0.079
C -2.269 5.526 -1.638
C -3.173 6.586 -2.209
Cl -4.741 5.919 -2.737
H -2.160 4.683 -2.317
H -1.282 5.947 -1.452
H -2.706 7.031 -3.086
H -3.370 7.373 -1.486
Cl -3.393 -11.667 -3.281
C -3.274 -9.889 -3.338
C -3.135 -9.287 -1.965
Cl -4.630 -9.460 -1.004
H -4.153 -9.511 -3.852
H -2.395 -9.648 -3.932
H -2.935 -8.220 -2.049
H -2.323 -9.744 -1.408
*
```

Computed properties:
Electronic energy: -15269.74115 Eh
HOMO level: -9.20 eV
Lowest unoccupied orbital energy: 0.07 eV
Relative energy (zero: lowest compared OMol25 entry of this formula, charge and spin): 0.0000 eV

Mulliken population analysis, charges in e, atoms 1 to 2: number 1, C, carries -1.361; number 2, C, carries 0.776

***

[3]
Entry from the OMol25 dataset: a molecular structure, C3H4O4Pb at a distorted geometry (ωB97M-V/def2-TZVPD).

```
! RIJCOSX wB97M-V def2-TZVPD def2/J DEFGRID3
* xyz 1 2
O 0.403 -1.383 0.278
C 1.227 -0.388 0.071
C -0.937 -0.980 -0.037
O 2.433 -0.489 0.237
O 0.622 0.721 -0.273
C -0.819 0.513 -0.324
Pb 4.318 0.536 0.153
H -1.300 -1.569 -0.884
H -1.163 0.839 -1.310
H -1.590 -1.042 0.887
O -1.469 1.176 0.736
H -1.724 2.065 0.467
*
```

Computed properties:
Electronic energy: -610.25922 Eh
HOMO level (spin up / spin down): -10.94 / -15.87 eV
Lowest unoccupied orbital energy (spin up / spin down): -5.16 / -5.06 eV
Relative energy (zero: lowest compared OMol25 entry of this formula, charge and spin): 0.0000 eV

Mulliken population analysis, charges in e, atoms 1 to 2: number 1, O, carries -0.289; number 2, C, carries 0.909

***

[4]
Entry from the OMol25 dataset: 2 unconnected molecules or ions with the total composition C3H10OS2 at a distorted geometry (ωB97M-V/def2-TZVPD).

```
! RIJCOSX wB97M-V def2-TZVPD def2/J DEFGRID3
* xyz -1 2
C 1.321 -1.601 0.829
C 1.816 -1.612 -0.587
C 0.898 -0.398 1.623
S -0.656 0.302 0.953
S -1.405 1.503 2.531
H 1.977 -2.229 1.409
H 0.532 -2.360 0.942
H 2.704 -0.914 -0.697
H 2.196 -2.554 -0.882
H 0.828 -1.358 -1.210
H 1.558 0.415 1.784
H 0.333 -0.790 2.462
H -2.279 2.150 1.670
H 0.439 0.591 -6.587
H 0.024 -0.755 -6.837
O 0.057 0.075 -7.374
*
```

Computed properties:
Electronic energy: -991.83336 Eh
HOMO level (spin up / spin down): 0.36 / -3.27 eV
Lowest unoccupied orbital energy (spin up / spin down): 2.68 / 2.69 eV
Relative energy (zero: lowest compared OMol25 entry of this formula, charge and spin): 2.5722 eV

Mulliken population analysis, charges in e, atoms 1 to 2: number 1, C, carries -0.800; number 2, C, carries -1.026

***

[5]
Entry from the OMol25 dataset: 7 unconnected molecules or ions with the total composition C33H79BN9O3 at a distorted geometry (ωB97M-V/def2-TZVPD).

```
! RIJCOSX wB97M-V def2-TZVPD def2/J DEFGRID3
* xyz 4 2
B 0.104 -0.019 -1.374
H -0.773 -0.124 -1.994
H 0.696 0.747 -1.850
H -0.176 0.264 -0.371
H 0.641 -0.955 -1.376
C -6.065 1.617 5.781
C -5.373 0.363 5.358
N -4.226 0.725 4.537
C -3.001 0.974 5.041
C -2.110 1.136 3.987
N -2.808 0.852 2.837
C -4.145 0.776 3.184
C -2.230 0.778 1.456
H -5.364 2.295 6.269
H -6.795 1.343 6.542
H -6.577 2.042 4.917
H -5.984 -0.308 4.755
H -4.957 -0.244 6.162
H -2.843 0.836 6.100
H -1.042 1.271 4.073
H -4.953 0.630 2.482
H -1.239 0.327 1.510
H -2.257 1.739 0.942
H -2.878 0.112 0.886
C 0.817 7.471 -1.833
C 0.193 6.896 -3.093
N -0.403 5.599 -2.809
C 0.255 4.373 -2.778
C -0.796 3.432 -2.608
N -1.975 4.083 -2.337
C -1.721 5.450 -2.556
C -3.265 3.477 -2.067
H 1.298 8.397 -2.149
H 1.605 6.825 -1.447
H 0.049 7.648 -1.081
H 0.981 6.962 -3.843
H -0.531 7.474 -3.668
H 1.330 4.301 -2.851
H -0.841 2.353 -2.569
H -2.453 6.235 -2.680
H -3.973 4.224 -1.708
H -3.095 2.641 -1.389
H -3.531 3.089 -3.051
C -0.092 -1.855 6.876
C -0.875 -2.681 5.795
N -0.270 -2.435 4.541
C -0.906 -2.658 3.319
C -0.083 -2.245 2.300
N 1.114 -1.810 2.848
C 0.961 -1.817 4.241
C 2.219 -1.315 2.106
H 0.910 -2.274 6.971
H -0.605 -2.106 7.804
H -0.133 -0.767 6.922
H -1.865 -2.252 5.953
H -0.896 -3.709 6.157
H -1.905 -3.060 3.403
H -0.278 -2.236 1.238
H 1.719 -1.530 4.955
H 2.151 -0.248 1.894
H 2.108 -1.782 1.127
H 3.173 -1.522 2.590
C 3.950 -2.942 -3.918
N 2.924 -1.894 -4.393
C 3.169 -0.655 -3.487
C 3.069 -1.530 -5.850
C 1.535 -2.531 -4.035
C 0.305 -1.812 -4.569
O 0.221 -0.439 -4.167
H 3.779 -3.850 -4.496
H 3.794 -3.192 -2.869
H 4.908 -2.518 -4.219
H 2.703 0.162 -4.038
H 4.251 -0.563 -3.392
H 2.652 -0.834 -2.545
H 2.809 -2.453 -6.368
H 4.100 -1.226 -6.031
H 2.371 -0.783 -6.230
H 1.579 -2.653 -2.953
H 1.646 -3.486 -4.548
H -0.617 -2.343 -4.330
H 0.249 -1.914 -5.652
H -0.121 -0.392 -3.272
C -3.273 -6.651 -0.091
N -2.137 -5.666 -0.493
C -1.444 -5.071 0.848
C -1.003 -6.391 -1.200
C -2.697 -4.476 -1.256
C -1.763 -3.418 -1.939
O -0.812 -2.764 -1.157
H -2.846 -7.224 0.732
H -3.438 -7.273 -0.971
H -4.120 -6.109 0.329
H -2.296 -4.616 1.355
H -0.685 -4.354 0.535
H -1.101 -5.961 1.374
H -0.149 -5.720 -1.294
H -1.326 -6.828 -2.144
H -0.717 -7.266 -0.617
H -3.352 -3.917 -0.587
H -3.395 -4.755 -2.044
H -2.285 -2.622 -2.471
H -1.262 -3.923 -2.765
H -0.675 -1.856 -1.438
C 3.700 1.096 0.324
N 3.460 2.524 -0.051
C 3.689 2.622 -1.512
C 1.991 2.898 0.275
C 4.419 3.438 0.808
C 4.551 4.922 0.503
O 3.339 5.637 0.619
H 4.675 0.709 0.026
H 2.942 0.612 -0.292
H 3.566 1.063 1.405
H 4.668 2.213 -1.762
H 3.590 3.689 -1.713
H 2.928 2.136 -2.123
H 1.748 3.944 0.087
H 1.896 2.668 1.336
H 1.369 2.247 -0.339
H 5.301 2.805 0.713
H 4.126 3.304 1.849
H 4.952 5.001 -0.507
H 5.311 5.387 1.131
H 3.247 5.987 1.508
*
```

Computed properties:
Electronic energy: -2046.54956 Eh
HOMO level (spin up / spin down): -11.75 / -15.95 eV
Lowest unoccupied orbital energy (spin up / spin down): -7.77 / -7.78 eV

Mulliken population analysis, charges in e, atoms 1 to 2: number 1, B, carries 0.413; number 2, H, carries 0.158

***

Question: electronic energy of number 5 (C33H79BN9O3)?
Answer: -2046.54956 Eh

***

Question: Look up the electronic energy of the fifth one.
Answer: -2046.54956 Eh

***

Question: Which of these has the highest electronic energy?
Answer: C3H4O4Pb